DFT (wB97M-V/def2-TZVPD) results for one molecule with the formula C2H3N3O2.

SMILES: OCc1nnon1
ΔE to the lowest compared entry with this formula, charge and spin, kJ/mol: 386.30
Total charge: 0
HOMO energy, eV: -11.072

Atoms and positions in Å:
O 2.167 -0.368 -0.566
C 1.639 0.476 0.371
C 0.164 0.285 0.180
N -0.379 -1.014 0.354
N -1.598 -0.951 -0.004
O -1.912 0.410 -0.266
N -0.800 1.134 -0.068
H 2.853 -0.894 -0.233
H 1.781 1.571 0.199
H 1.938 0.240 1.415